[1]
DFT (the ωB97M-V functional and the def2-TZVPD basis) results for C2H11N6Ni as an isolated structure at a distorted geometry.

Geometry as XYZ:
```
20
Properties=species:S:1:pos:R:3:forces:R:3:nbo_charge:R:1
C 2.3333 -2.5939 -0.2511 0.616 -0.630 -0.105 -0.893
Ni 0.2798 -0.5001 -0.4793 2.621 -4.392 -0.878 0.493
N 0.9309 0.0796 -2.1942 0.419 0.594 -1.492 -1.090
H 0.0055 -1.8965 0.3593 -0.314 0.340 -0.072 -0.600
H 2.0919 -2.3440 0.7474 -1.075 0.401 0.804 0.244
H 3.0072 -3.4328 -0.0405 0.626 0.029 -0.997 0.176
H 2.7527 -1.6615 -0.6414 0.451 -0.457 -0.321 0.194
H 1.4371 -2.8844 -0.8133 0.465 0.092 0.481 0.248
H 1.2162 1.0502 -2.2331 0.071 0.313 0.067 0.369
H 0.0766 0.0066 -2.7452 -0.020 -0.014 0.111 0.381
H 1.6333 -0.4404 -2.7093 0.064 -0.120 0.149 0.369
N -1.5201 3.0646 2.1235 -0.560 1.905 -0.530 -0.704
N -1.5877 1.7699 1.6275 -2.118 -1.202 1.527 0.009
N -2.7629 1.3747 0.9866 -1.509 2.253 1.580 -0.450
C -2.3417 0.4759 0.1675 2.245 -0.318 -0.109 0.118
N -1.0171 0.3661 0.1986 -3.009 1.833 0.465 -0.466
N -0.4986 1.2732 1.0538 0.991 0.345 -0.525 -0.294
H -2.4014 3.2747 2.6079 0.850 -0.381 -0.027 0.358
H -0.6898 3.1425 2.6956 -0.324 -0.194 0.267 0.358
H -2.9451 -0.1244 -0.4602 -0.489 -0.400 -0.396 0.179
```
Forces are in eV/Å.

As for the total charge: -1. Its expectation value of S² is 2.021. The calculation puts the electronic energy at -52230.1922 eV. The spin multiplicity is 3. The value obtained for the HOMO energy (spin up / spin down) is -0.285 / -2.145 eV. Its orbital gap (spin up / spin down) is 3.83 / 5.70 eV.

---

[2]
DFT (the ωB97M-V functional and the def2-TZVPD basis) results for one molecule with the formula C6H15N2O3P.

Geometry as XYZ:
```
27
Properties=species:S:1:pos:R:3:forces:R:3:nbo_charge:R:1
C 3.1025 1.2301 1.0993 -0.039 -0.018 -0.369 -0.604
C 2.4389 0.0332 0.4171 -0.120 0.320 -0.014 -0.399
C 1.7640 0.3985 -0.9149 0.091 -0.339 0.276 -0.426
C 0.6728 -0.5931 -1.3546 0.149 0.116 -0.223 -0.223
N -0.7040 -0.1551 -1.1222 0.062 -0.335 0.303 -0.646
C -1.0413 0.0426 0.2495 0.076 0.215 -0.294 -0.047
O -0.9203 -1.1546 1.0212 -0.017 -0.009 0.150 -0.529
C -1.4823 -2.3409 0.6754 0.128 -0.534 0.729 0.984
O -1.0542 -3.3597 1.1365 -0.177 0.732 -0.589 -0.548
O -2.5446 -2.2837 -0.1566 -0.070 -0.281 -0.182 -0.704
P -2.6903 0.9008 0.3497 -0.149 0.507 -0.649 1.323
N -3.0716 1.6886 -0.9467 -0.034 -0.303 0.465 -1.302
H 2.4350 2.0951 1.0764 -0.011 -0.004 0.137 0.195
H 3.3576 1.0134 2.1342 0.071 0.000 0.033 0.213
H 4.0108 1.5192 0.5673 0.031 0.038 0.063 0.204
H 3.1945 -0.7287 0.2208 -0.114 -0.202 0.160 0.203
H 1.6902 -0.3864 1.0909 0.035 -0.169 0.026 0.199
H 1.3136 1.3902 -0.8234 0.056 0.109 -0.164 0.193
H 2.5318 0.4311 -1.6879 -0.004 0.268 -0.078 0.211
H 0.7510 -0.7898 -2.4243 -0.041 0.027 0.003 0.208
H 0.8206 -1.5567 -0.8629 -0.017 0.002 0.038 0.200
H -0.9403 0.6725 -1.6555 -0.221 -0.038 -0.098 0.400
H -0.3612 0.7292 0.7753 0.107 -0.162 0.144 0.181
H -3.2806 -1.7944 0.2269 0.109 0.097 -0.016 0.492
H -2.4866 1.7220 1.4713 0.006 -0.139 0.168 -0.069
H -3.6022 -0.0595 0.8347 0.037 -0.010 0.214 -0.099
H -3.9351 1.3736 -1.3679 0.056 0.112 -0.230 0.388
```
Forces are in eV/Å.

As for the total charge: 0. The structure (SMILES) is CCCCN[C@H](OC(=O)O)[PH2]=N. The calculation puts the electronic energy at -24875.2904 eV. The spin multiplicity is 1. The calculation puts the energy relative to the best compared isomer or geometry (same formula, charge and spin) at 0.0 kJ/mol. The value obtained for the HOMO energy is -9.356 eV. Its orbital gap is 9.77 eV.

---

[3]
DFT (the ωB97M-V functional and the def2-TZVPD basis) results for a 2-piece molecular cluster, C5H10O3S overall at a distorted geometry.

Geometry as XYZ:
```
19
Properties=species:S:1:pos:R:3:forces:R:3:nbo_charge:R:1
O 1.7336 3.4881 -0.5593 0.112 -1.402 1.238 -0.663
C 1.6709 2.1604 -0.8969 -0.151 0.457 0.285 0.509
O 1.7733 1.3602 0.2007 0.536 5.193 -0.067 -0.675
S 1.4573 1.6398 -2.4774 0.295 0.616 1.792 -0.188
H 1.8263 3.6472 0.4433 -0.178 -0.837 -2.064 0.504
H 1.6595 0.4922 -0.0321 -0.520 -3.727 -0.995 0.510
C 1.1520 -1.9487 0.4544 -0.268 -1.845 1.106 -0.391
C 0.3016 -1.2356 -0.2365 1.257 0.622 -0.923 -0.202
C -1.1667 -1.2263 -0.1583 0.232 0.249 3.721 -0.476
C -1.8157 -0.1492 0.8674 1.236 -0.597 -0.806 -0.041
O -3.2072 -0.1804 0.7546 -0.325 0.103 -0.230 -0.700
H 2.1473 -2.0191 0.1302 1.425 0.295 -0.225 0.192
H 0.9181 -2.7137 1.2001 -0.359 0.490 0.073 0.192
H 0.8538 -0.7223 -1.0497 -1.119 0.107 0.081 0.202
H -1.4576 -2.2530 0.1065 -0.446 0.449 -0.121 0.221
H -1.4599 -0.9516 -1.1012 -1.430 0.462 -2.322 0.209
H -1.6090 -0.2766 1.9396 0.355 -0.429 -0.497 0.185
H -1.4145 0.8405 0.5776 -0.061 -0.232 0.123 0.152
H -3.3630 0.0481 -0.1630 -0.591 0.027 -0.169 0.459
```
Forces are in eV/Å.

As for the total charge: 0. The structure (SMILES) is OC(O)=S.C=CCCO. The calculation puts the electronic energy at -22323.0106 eV. The spin multiplicity is 1. The calculation puts the energy relative to the best compared isomer or geometry (same formula, charge and spin) at 178.2 kJ/mol. The value obtained for the HOMO energy is -9.184 eV. Its orbital gap is 9.63 eV.

---

Question: Among the records above, which one has the lowest electronic energy?
Answer: C2H11N6Ni

---

Question: What is the spin multiplicity in the second record?
Answer: 1

---

Question: The lowest electronic energy belongs to which entry?
Answer: C2H11N6Ni